Formula: C19H26N4O5
Source: the Open Molecules 2025 dataset
Level of theory: ωB97M-V with the def2-TZVPD basis set

```
54
C19H26N4O5 | the Open Molecules 2025 dataset | ωB97M-V with the def2-TZVPD basis set
C 2.244 0.975 -2.322
N 2.585 -0.348 -2.853
C 3.490 -1.256 -2.451
O 3.487 -2.332 -3.029
C 4.551 -0.991 -1.356
C 4.093 -1.518 0.019
C 2.851 -0.856 0.585
C 1.580 -1.338 0.221
C 0.422 -0.691 0.685
C 0.526 0.424 1.541
O -0.593 1.055 1.982
C 1.800 0.894 1.928
C 2.960 0.257 1.445
N 4.944 0.418 -1.240
C 6.131 0.842 -0.812
C 6.332 2.339 -0.778
O 7.030 0.094 -0.455
H 1.225 1.229 -2.617
H 2.920 1.730 -2.726
H 2.283 0.981 -1.232
H 2.009 -0.688 -3.609
H 5.434 -1.564 -1.645
H 4.911 -1.402 0.732
H 3.903 -2.588 -0.070
H 1.491 -2.197 -0.431
H -0.555 -1.046 0.396
H -0.458 1.456 2.840
H 1.884 1.748 2.582
H 3.939 0.619 1.731
H 4.267 1.108 -1.512
H 6.311 2.726 -1.795
H 7.301 2.553 -0.327
H 5.544 2.799 -0.186
O -7.253 -1.199 -0.987
C -6.345 -1.292 -0.180
N -5.636 -2.471 -0.178
C -4.472 -2.687 0.698
C -3.839 -1.382 1.218
O -2.683 -1.398 1.609
N -4.573 -0.198 1.230
C -3.956 1.111 1.389
C -5.111 2.074 1.131
C -6.083 1.280 0.263
C -5.971 -0.151 0.786
H -5.888 -3.147 -0.895
H -3.704 -3.241 0.149
H -4.773 -3.289 1.560
H -3.160 1.252 0.650
H -3.535 1.248 2.391
H -4.775 2.992 0.639
H -5.590 2.341 2.078
H -7.107 1.662 0.334
H -5.772 1.322 -0.786
H -6.619 -0.257 1.661
```

Values from the calculation:
HOMO energy = -8.58 eV
largest force on an atom = 2.6 eV Å⁻¹
gap between HOMO and LUMO = 8.97 eV
charge = 0
E_LUMO = 0.385 eV
E = -36324.346 eV

Atomic partial charges in e from the natural (NBO) method, atoms 1 to 2: atom 1 (C): -0.436, atom 2 (N): -0.614

Formula: C19H26N6O2
Source: the Open Molecules 2025 dataset
Level of theory: ωB97M-V with the def2-TZVPD basis set

```
53
C19H26N6O2 | the Open Molecules 2025 dataset | ωB97M-V with the def2-TZVPD basis set
C 4.104 0.180 -5.097
C 2.591 0.064 -4.981
O 2.121 0.584 -3.737
C 1.941 1.906 -3.659
O 2.134 2.663 -4.575
C 1.451 2.320 -2.288
C 2.430 1.891 -1.192
C 1.857 2.288 0.164
C 0.467 1.684 0.346
N -0.397 2.152 -0.721
C -1.808 1.882 -0.502
C -2.126 0.411 -0.522
N -2.505 -0.118 -1.672
C -2.707 -1.442 -1.647
N -3.063 -2.029 -2.803
N -2.557 -2.215 -0.576
C -2.167 -1.575 0.532
N -2.014 -2.372 1.612
C -1.632 -2.077 2.917
C -1.599 -3.127 3.835
C -1.229 -2.900 5.145
C -0.882 -1.626 5.580
C -0.467 -1.394 7.001
C -0.916 -0.588 4.658
C -1.285 -0.799 3.343
N -1.939 -0.262 0.603
C 0.078 1.694 -2.011
H 4.585 -0.320 -4.260
H 4.435 -0.278 -6.024
H 4.394 1.228 -5.098
H 2.107 0.611 -5.797
H 2.273 -0.980 -4.991
H 1.349 3.408 -2.285
H 3.401 2.364 -1.349
H 2.563 0.808 -1.237
H 1.779 3.374 0.221
H 2.512 1.944 0.966
H 0.042 2.009 1.298
H 0.543 0.584 0.366
H -2.375 2.377 -1.293
H -2.084 2.297 0.470
H -3.278 -1.443 -3.589
H -3.324 -2.998 -2.797
H -2.231 -3.341 1.419
H -1.867 -4.125 3.515
H -1.210 -3.725 5.843
H 0.545 -1.766 7.164
H -1.129 -1.922 7.686
H -0.484 -0.335 7.243
H -0.650 0.411 4.973
H -1.312 0.013 2.638
H -0.638 2.009 -2.774
H 0.171 0.596 -2.062
```

Values from the calculation:
HOMO energy = -8.05 eV
largest force on an atom = 0.6 eV Å⁻¹
gap between HOMO and LUMO = 8.81 eV
charge = 0
E_LUMO = 0.766 eV
E = -33162.967 eV

Atomic partial charges in e from the natural (NBO) method, atoms 1 to 2: atom 1 (C): -0.634, atom 2 (C): -0.074

Formula: C19H27ClIN2O6P2
Source: the Open Molecules 2025 dataset
Level of theory: ωB97M-V with the def2-TZVPD basis set

```
58
C19H27ClIN2O6P2 | the Open Molecules 2025 dataset | ωB97M-V with the def2-TZVPD basis set
C -2.341 2.301 2.833
C -1.255 1.034 2.904
C 0.151 1.540 2.230
I 1.146 2.778 3.798
P 1.393 0.156 1.801
O 3.003 0.816 2.158
C 1.407 -0.383 -0.032
C 0.425 0.481 -1.020
C -1.182 0.312 -0.718
Cl -1.667 -1.427 -0.228
P 1.199 -1.661 2.999
C 0.681 -1.265 4.810
O -0.126 -2.674 2.387
H -1.875 3.316 3.226
H -3.231 2.003 3.566
H -2.812 2.433 1.766
H -1.119 0.814 4.068
H -1.673 0.108 2.322
H -0.103 2.278 1.357
H 3.214 0.532 3.110
H 1.230 -1.559 -0.093
H 2.518 -0.211 -0.431
H 0.678 1.625 -1.078
H 0.608 0.056 -2.121
H -1.775 0.533 -1.729
H -1.603 1.115 0.058
H 0.970 -0.148 5.008
H -0.458 -1.510 4.922
H 1.278 -2.038 5.488
H -0.459 -3.234 3.171
C -5.893 3.354 -3.858
C -5.248 2.124 -3.718
C -4.972 1.620 -2.445
C -5.353 2.356 -1.315
C -5.994 3.594 -1.453
C -6.262 4.090 -2.731
N -5.090 1.819 0.025
O -4.504 0.729 0.105
O -5.472 2.484 0.999
H -6.110 3.741 -4.852
H -4.962 1.557 -4.601
H -4.469 0.660 -2.353
H -6.291 4.179 -0.585
H -6.762 5.049 -2.849
C 6.632 -3.759 -3.478
C 5.255 -3.983 -3.418
C 4.535 -3.616 -2.280
C 5.206 -3.019 -1.203
C 6.589 -2.800 -1.257
C 7.299 -3.174 -2.400
N 4.450 -2.609 -0.014
O 3.232 -2.836 0.004
O 5.073 -2.054 0.903
H 7.188 -4.041 -4.370
H 4.743 -4.440 -4.262
H 3.463 -3.797 -2.249
H 7.123 -2.343 -0.427
H 8.372 -3.005 -2.453
```

Values from the calculation:
HOMO energy = -12.01 eV
largest force on an atom = 4.2 eV Å⁻¹
gap between HOMO and LUMO = 8.37 eV
charge = +1
E_LUMO = -3.633 eV
E = -74592.209 eV

Atomic partial charges in e from the natural (NBO) method, atoms 1 to 2: atom 1 (C): -0.642, atom 2 (C): -0.473